Computed, not measured: 2 unconnected molecules or ions with the total composition C4H13NO, with ωB97M-V/def2-TZVPD.

Calculated values
Net charge   0
Energy above the lowest of the compared OMol25 structures with the same formula, charge and spin   92.1 kJ/mol
Frontier orbital gap   9.59 eV

```
19
C4H13NO ωB97M-V/def2-TZVPD
C 0.00 0.00 0.00
C -0.25 0.52 -1.36
C 1.06 0.45 -2.12
N 1.09 1.57 -3.02
C 2.39 1.67 -3.66
H 0.63 -0.90 -0.01
H -0.95 -0.24 0.51
H 0.52 0.78 0.58
H -0.98 -0.15 -1.85
H -0.66 1.54 -1.38
H 1.81 0.46 -1.31
H 1.15 -0.51 -2.65
H 0.92 2.49 -2.60
H 2.48 2.59 -4.27
H 2.50 0.80 -4.32
H 3.20 1.66 -2.92
O 6.31 3.35 -0.73
H 5.41 3.41 -1.14
H 6.91 3.14 -1.48
```

natural (NBO) atomic charge list, values in e, 5 entries:
1. C -0.605
2. C -0.399
3. C -0.216
4. N -0.618
5. C -0.410

***

Computed, not measured: a molecular structure, C41H54N2P4PdSi2, with ωB97M-V/def2-TZVPD.

Calculated values
Net charge   0
Energy above the lowest of the compared OMol25 structures with the same formula, charge and spin   76.7 kJ/mol
Frontier orbital gap   6.61 eV

```
104
C41H54N2P4PdSi2 ωB97M-V/def2-TZVPD
Pd -0.06 0.48 -1.05
C -1.86 -3.84 -1.91
Si -2.88 -2.57 -0.94
C -3.80 -3.54 0.41
C -4.22 -1.89 -2.09
N -1.89 -1.31 -0.38
P -1.29 -1.05 1.07
C -0.09 0.16 1.02
P 1.60 0.18 1.13
N 2.17 0.20 -0.37
Si 3.50 1.03 -1.06
C 4.85 1.55 0.15
C 4.37 -0.13 -2.28
C 2.93 2.62 -1.91
C 2.34 -1.15 2.12
C 1.84 -1.46 3.39
C 2.38 -2.52 4.10
C 3.43 -3.26 3.57
C 3.93 -2.95 2.32
C 3.38 -1.90 1.59
C 2.17 1.67 2.03
C 1.64 2.89 1.61
C 2.07 4.08 2.17
C 3.02 4.06 3.18
C 3.54 2.85 3.62
C 3.12 1.66 3.04
C -0.70 -2.62 1.79
C -1.27 -3.25 2.89
C -0.80 -4.49 3.30
C 0.23 -5.12 2.61
C 0.79 -4.50 1.50
C 0.32 -3.26 1.09
C -2.59 -0.48 2.22
C -3.86 -0.20 1.73
C -4.84 0.34 2.57
C -4.55 0.57 3.91
C -3.29 0.28 4.40
C -2.31 -0.23 3.56
H -2.47 -4.45 -2.57
H -1.35 -4.50 -1.21
H -1.09 -3.35 -2.51
H -4.77 -3.89 0.03
H -3.99 -2.95 1.30
H -3.23 -4.42 0.71
H -4.86 -2.70 -2.44
H -3.82 -1.39 -2.97
H -4.85 -1.17 -1.56
H 5.18 0.72 0.79
H 4.55 2.38 0.80
H 5.71 1.88 -0.43
H 5.26 -0.56 -1.81
H 4.70 0.38 -3.19
H 3.73 -0.96 -2.57
H 3.52 3.47 -1.55
H 1.88 2.83 -1.68
H 3.04 2.61 -3.00
H 1.03 -0.88 3.80
H 1.98 -2.77 5.08
H 3.84 -4.09 4.13
H 4.75 -3.53 1.90
H 3.75 -1.67 0.60
H 0.89 2.88 0.83
H 1.66 5.02 1.83
H 3.36 4.99 3.63
H 4.29 2.83 4.41
H 3.55 0.73 3.38
H -2.07 -2.78 3.44
H -1.25 -4.98 4.16
H 0.59 -6.08 2.93
H 1.59 -4.98 0.96
H 0.75 -2.77 0.22
H -4.08 -0.39 0.69
H -5.83 0.56 2.18
H -5.31 0.98 4.56
H -3.06 0.47 5.44
H -1.32 -0.43 3.95
C 1.52 0.07 -4.26
P 0.01 0.51 -3.35
C -1.23 -0.54 -4.18
C -0.48 2.17 -3.91
C -0.24 2.66 -5.18
C -0.68 3.93 -5.54
C -1.38 4.70 -4.62
C -1.63 4.21 -3.35
C -1.18 2.95 -2.98
P -1.47 2.23 -1.32
C -1.44 3.68 -0.22
C -3.25 1.84 -1.33
H 1.35 0.02 -5.34
H 1.84 -0.91 -3.91
H 2.31 0.79 -4.05
H -1.20 -0.39 -5.26
H -2.22 -0.28 -3.80
H -1.04 -1.59 -3.94
H 0.31 2.06 -5.90
H -0.47 4.31 -6.53
H -1.72 5.69 -4.90
H -2.18 4.82 -2.65
H -2.24 4.39 -0.45
H -0.48 4.19 -0.30
H -1.57 3.32 0.81
H -3.85 2.65 -1.74
H -3.55 1.65 -0.30
H -3.41 0.92 -1.89
```

Mulliken atomic charge list, values in e, 5 entries:
1. Pd -0.267
2. C -1.158
3. Si 0.466
4. C -1.165
5. C -1.181

***

Computed, not measured: a single C3H10N2S2 molecule, with ωB97M-V/def2-TZVPD.

Calculated values
Net charge   0
Energy above the lowest of the compared OMol25 structures with the same formula, charge and spin   59.9 kJ/mol
Frontier orbital gap   8.94 eV

```
17
C3H10N2S2 ωB97M-V/def2-TZVPD
N 3.42 -0.07 0.19
C 2.38 -0.16 -0.87
C 1.08 0.29 -0.16
N 1.01 1.75 0.00
C -0.16 -0.29 -0.87
S -1.73 0.34 -0.34
S -2.30 -1.09 1.14
H 3.37 -0.95 0.70
H 4.33 -0.21 -0.26
H 2.22 -1.14 -1.33
H 2.66 0.59 -1.62
H 1.11 -0.03 0.87
H 0.24 2.16 -0.52
H 1.85 2.22 -0.29
H -0.13 -1.38 -0.83
H -0.16 0.06 -1.91
H -2.29 -0.03 1.96
```

natural (NBO) atomic charge list, values in e, 5 entries:
1. N -0.815
2. C -0.230
3. C -0.073
4. N -0.839
5. C -0.562

***

Computed, not measured: a single C3H5NO2S molecule, with ωB97M-V/def2-TZVPD.

Calculated values
Net charge   0
Energy above the lowest of the compared OMol25 structures with the same formula, charge and spin   563.9 kJ/mol
Frontier orbital gap   9.81 eV

```
12
C3H5NO2S ωB97M-V/def2-TZVPD
O -0.84 1.78 -0.51
C 0.02 0.90 -0.16
N 1.42 0.97 0.50
S 2.53 -0.45 -0.23
C -0.39 -0.64 -0.40
C -1.49 -0.67 0.72
O -1.87 -0.62 -0.79
H 2.02 1.92 0.03
H 2.02 -0.49 -1.61
H 0.06 -1.53 -0.32
H -1.61 0.25 1.42
H -1.88 -1.44 1.34
```

natural (NBO) atomic charge list, values in e, 5 entries:
1. O -0.525
2. C 0.667
3. N -0.742
4. S 0.089
5. C -0.098

***

Computed, not measured: a molecular structure, C20H47CdNO2P3, with ωB97M-V/def2-TZVPD.

Calculated values
Net charge   +1
Energy above the lowest of the compared OMol25 structures with the same formula, charge and spin   0.0 kJ/mol
Frontier orbital gap   6.98 eV

```
74
C20H47CdNO2P3 ωB97M-V/def2-TZVPD
Cd -0.48 0.03 -0.48
P -0.06 -2.46 -1.04
P -0.07 2.56 -0.74
N 1.63 0.11 -1.85
C 1.55 -2.40 -1.84
H 2.13 -3.25 -1.47
H 1.41 -2.57 -2.91
C 2.41 -1.15 -1.64
H 2.90 -1.15 -0.65
H 3.14 -1.06 -2.45
C 2.40 1.34 -1.49
H 3.14 1.36 -2.31
H 2.89 1.23 -0.51
C 1.55 2.60 -1.53
H 1.40 2.90 -2.59
H 2.13 3.41 -1.07
C 0.11 3.42 0.91
C -1.06 3.10 1.85
H -0.79 3.45 2.86
H -1.27 2.03 1.91
H -1.97 3.63 1.53
C -1.27 3.50 -1.82
C -2.66 3.64 -1.18
H -3.35 3.98 -1.97
H -2.66 4.38 -0.37
H -3.04 2.68 -0.80
C -1.26 -3.25 -2.23
C -2.66 -3.46 -1.62
H -3.35 -3.69 -2.45
H -3.03 -2.55 -1.12
H -2.66 -4.30 -0.91
C 0.11 -3.51 0.48
C -1.06 -3.31 1.45
H -0.80 -3.78 2.41
H -1.97 -3.79 1.07
H -1.27 -2.25 1.64
C -2.91 -0.01 0.11
C -0.73 4.84 -2.32
H -0.64 5.57 -1.51
H 0.24 4.75 -2.82
H -1.45 5.24 -3.05
C -0.73 -4.51 -2.90
H -1.45 -4.81 -3.68
H 0.24 -4.37 -3.38
H -0.64 -5.34 -2.19
C 0.38 -4.98 0.20
H 0.71 -5.45 1.14
H -0.52 -5.51 -0.12
H 1.17 -5.15 -0.53
C 0.38 4.91 0.81
H -0.52 5.48 0.56
H 0.72 5.26 1.80
H 1.17 5.17 0.10
H 1.02 2.93 1.30
H 1.02 -3.08 0.93
H -1.34 2.82 -2.68
H -1.33 -2.46 -3.00
O -3.95 -0.03 0.58
H 1.54 0.17 -2.85
H -1.21 0.12 -2.05
C 2.03 1.24 3.44
P 1.05 -0.18 2.96
C 2.03 -1.66 3.27
C -0.39 -0.25 4.03
O 0.64 -0.09 1.48
H 1.43 2.15 3.37
H 2.87 1.35 2.76
H 2.41 1.11 4.46
H 2.41 -1.65 4.29
H 1.44 -2.55 3.08
H 2.87 -1.68 2.57
H -1.00 0.64 3.90
H -1.00 -1.11 3.79
H -0.08 -0.31 5.08
```

Mulliken atomic charge list, values in e, 5 entries:
1. Cd 2.634
2. P 0.270
3. P 0.290
4. N -0.335
5. C -0.875

***

Computed, not measured: 3 unconnected molecules or ions with the total composition FH2IP2, with ωB97M-V/def2-TZVPD.

Calculated values
Net charge   0
Energy above the lowest of the compared OMol25 structures with the same formula, charge and spin   114.7 kJ/mol
Frontier orbital gap   7.96 eV

```
6
FH2IP2 ωB97M-V/def2-TZVPD
F -2.50 -0.82 0.64
P -1.48 0.47 0.53
P -0.69 0.20 -1.33
I 0.99 1.86 -1.39
H 1.60 -0.80 0.42
H 2.09 -0.92 1.13
```

natural (NBO) atomic charge list, values in e, 5 entries:
1. F -0.586
2. P 0.691
3. P -0.049
4. I -0.045
5. H -0.026

***

Q: Which value of net charge does entry 3 give?
A: 0

***

Q: Which of these has the lowest frontier orbital gap?
A: C41H54N2P4PdSi2